[1]
Formula: C27H58INO12P3S
Source: the OMol25 dataset
Level of theory: ωB97M-V/def2-TZVPD

The geometry in XYZ format:
```
103
Properties=species:S:1:pos:R:3
C 1.092 -6.351 3.630
C -0.466 -5.841 3.579
I -1.468 -6.832 5.310
C -0.680 -4.232 3.809
N -0.212 -3.352 2.671
S -1.129 -1.836 2.818
C 1.272 -3.033 2.910
C 2.321 -3.711 1.814
C 3.939 -3.463 2.017
C 4.451 -2.578 3.298
C 3.441 -1.874 4.385
C 1.822 -2.132 4.169
H 1.804 -5.559 4.160
H 1.513 -6.450 2.521
H 1.225 -7.372 4.216
H -0.950 -6.229 2.584
H -1.857 -4.063 3.905
H -0.224 -3.933 4.864
H -0.405 -3.721 1.713
H -1.630 -1.716 4.134
H 1.885 -4.354 0.938
H 4.651 -3.991 1.220
H 5.624 -2.444 3.425
H 3.857 -1.213 5.283
H 1.012 -1.692 4.917
O -2.816 1.892 3.580
P -3.080 2.830 2.377
O -4.354 3.588 3.111
C -4.076 4.512 4.146
C -3.431 5.772 3.603
O -3.924 1.661 1.545
C -3.438 0.326 1.543
C -4.285 -0.525 2.475
O -3.375 3.880 1.033
C -4.504 3.812 0.169
C -5.799 4.300 0.789
H -3.441 4.046 4.907
H -5.029 4.766 4.621
H -2.447 5.555 3.176
H -3.307 6.516 4.397
H -4.038 6.210 2.805
H -2.379 0.289 1.822
H -3.515 -0.061 0.524
H -4.384 -0.074 3.466
H -3.860 -1.526 2.587
H -5.302 -0.621 2.078
H -4.618 2.815 -0.272
H -4.269 4.475 -0.671
H -6.189 3.580 1.514
H -6.565 4.434 0.019
H -5.657 5.253 1.305
O 4.670 -0.842 -1.204
P 5.011 0.623 -1.572
O 6.205 0.742 -0.434
C 7.434 0.085 -0.683
C 8.207 0.763 -1.798
O 3.745 1.229 -0.676
C 2.487 0.569 -0.721
C 2.280 -0.218 0.562
O 5.393 2.260 -1.983
C 5.132 3.395 -1.166
C 6.041 3.523 0.042
H 7.258 -0.970 -0.916
H 8.019 0.126 0.242
H 7.671 0.683 -2.749
H 9.194 0.304 -1.918
H 8.338 1.829 -1.591
H 2.410 -0.077 -1.603
H 1.709 1.331 -0.813
H 3.131 -0.867 0.787
H 1.378 -0.833 0.504
H 2.182 0.466 1.413
H 4.075 3.457 -0.882
H 5.311 4.265 -1.808
H 5.786 2.789 0.811
H 5.942 4.515 0.493
H 7.088 3.371 -0.233
O -1.130 -1.243 -2.978
P -1.312 -0.305 -4.196
O -2.924 -0.073 -3.912
C -3.299 0.768 -2.837
C -2.979 2.220 -3.135
O -1.422 -1.578 -5.264
C -0.544 -2.685 -5.114
C -1.299 -3.858 -4.513
O -1.515 0.743 -5.558
C -2.237 0.423 -6.741
C -3.745 0.407 -6.573
H -2.809 0.443 -1.914
H -4.379 0.655 -2.696
H -1.898 2.372 -3.221
H -3.357 2.870 -2.340
H -3.423 2.532 -4.085
H 0.330 -2.419 -4.507
H -0.173 -2.958 -6.106
H -1.839 -3.575 -3.604
H -0.620 -4.681 -4.273
H -2.054 -4.222 -5.218
H -1.874 -0.503 -7.201
H -1.994 1.217 -7.456
H -4.073 -0.476 -6.018
H -4.239 0.380 -7.549
H -4.093 1.292 -6.034
```

LUMO level ... -4.20 eV
Orbital gap ... 7.22 eV
Molar mass ... 840.649 g mol⁻¹
Total charge ... +1

Atom charges from the Löwdin analysis, given in e for atoms 1 to 6: -0.203, -0.690, 0.798, -0.325, -0.400, 0.904

---

[2]
Formula: C4H9NO
Source: the OMol25 dataset
Level of theory: ωB97M-V/def2-TZVPD

The geometry in XYZ format:
```
15
Properties=species:S:1:pos:R:3
C -0.547 1.438 -0.248
N 0.413 0.523 -0.131
C 0.114 -0.837 0.456
C -1.084 -0.968 1.381
C 1.386 0.429 -1.275
O -1.713 1.264 -0.010
H -0.234 2.499 -0.695
H -0.094 -1.387 -0.492
H 1.026 -0.980 1.094
H -1.175 -0.204 2.156
H -1.049 -1.884 1.951
H -1.961 -1.038 0.758
H 1.048 -0.205 -2.125
H 2.329 -0.098 -1.122
H 1.540 1.449 -1.698
```

LUMO level (spin up / spin down) ... -4.02 / -9.06 eV
Orbital gap (spin up / spin down) ... 12.46 / 6.89 eV
Energy above the lowest of the compared OMol25 structures with the same formula, charge and spin ... 198.76 kJ/mol
Molar mass ... 87.122 g mol⁻¹
Total charge ... +1
Spin multiplicity ... 2

Atom charges from the Löwdin analysis, given in e for atoms 1 to 6: -0.250, 0.012, -0.125, -0.068, 0.024, 0.226

---

[3]
Formula: C2H8N5
Source: the OMol25 dataset
Level of theory: ωB97M-V/def2-TZVPD

The geometry in XYZ format:
```
15
Properties=species:S:1:pos:R:3
C 1.093 -1.541 -0.110
C -0.530 -0.141 -0.354
N 2.000 -0.522 0.172
N 1.632 0.654 0.213
N 0.322 0.913 0.025
N -1.565 -0.593 0.615
N 0.049 2.265 -0.329
H 0.883 -2.264 0.660
H 1.307 -1.800 -1.184
H -0.726 -0.205 -1.431
H -1.042 -1.141 1.294
H -1.968 0.213 1.165
H 0.448 2.602 -1.184
H 0.308 2.922 0.324
H -2.211 -1.363 0.124
```

LUMO level ... -4.04 eV
Orbital gap ... 9.63 eV
Energy above the lowest of the compared OMol25 structures with the same formula, charge and spin ... 559.80 kJ/mol
Molar mass ... 102.121 g mol⁻¹
Total charge ... +1

Atom charges from the Löwdin analysis, given in e for atoms 1 to 6: 0.024, -0.164, -0.025, 0.053, -0.231, 0.185

---

[4]
Formula: C7H12
Source: the OMol25 dataset
Level of theory: ωB97M-V/def2-TZVPD

The geometry in XYZ format:
```
19
Properties=species:S:1:pos:R:3
C -1.275 1.853 0.612
C -0.847 0.740 -0.301
C -1.484 0.582 -1.492
C 0.441 -1.317 -0.394
C 0.341 -0.010 0.028
C 1.316 0.575 0.971
C 1.257 -2.362 0.234
H -0.588 2.705 0.621
H -2.268 2.197 0.346
H -1.254 1.575 1.670
H -1.189 -0.234 -2.143
H -2.203 1.282 -1.884
H -0.163 -1.682 -1.222
H 0.869 0.631 1.983
H 2.138 -0.092 1.225
H 1.713 1.562 0.754
H 1.137 -3.300 -0.304
H 2.326 -2.135 0.192
H 0.908 -2.507 1.261
```

LUMO level (spin up / spin down) ... -4.70 / -7.32 eV
Orbital gap (spin up / spin down) ... 9.47 / 7.80 eV
Energy above the lowest of the compared OMol25 structures with the same formula, charge and spin ... 3.57 kJ/mol
Molar mass ... 96.173 g mol⁻¹
Total charge ... +1
Spin multiplicity ... 2

Atom charges from the Löwdin analysis, given in e for atoms 1 to 6: -0.022, -0.238, 0.205, 0.018, -0.183, -0.009

---

[5]
Formula: C43H91N5O19
Source: the OMol25 dataset
Level of theory: ωB97M-V/def2-TZVPD

The geometry in XYZ format:
```
158
Properties=species:S:1:pos:R:3
C 2.287 2.434 8.723
C 2.307 2.359 7.218
O 1.170 1.616 6.752
C 1.041 1.448 5.446
C -0.010 0.454 5.066
O 1.673 2.084 4.648
H 2.695 1.533 9.178
H 1.282 2.605 9.101
H 2.905 3.289 8.998
H 2.236 3.368 6.796
H 3.217 1.935 6.787
H 0.083 -0.495 5.594
H 0.109 0.205 4.022
H -1.005 0.873 5.215
C -1.590 4.531 1.866
C -1.563 5.969 1.384
O -0.844 6.762 2.343
C -1.355 7.952 2.689
C -0.574 8.584 3.825
O -2.395 8.390 2.280
H -2.422 3.978 1.433
H -1.886 4.610 2.922
H -0.656 3.984 1.831
H -0.981 6.088 0.466
H -2.587 6.263 1.173
H -0.120 9.505 3.473
H 0.155 7.876 4.208
H -1.291 8.780 4.620
C 3.606 0.836 0.290
C 4.285 2.182 0.104
O 5.536 2.146 0.800
C 6.301 3.229 0.816
C 7.639 3.031 1.464
O 5.940 4.314 0.463
H 4.279 0.040 -0.041
H 2.816 0.671 -0.453
H 3.149 0.839 1.273
H 4.393 2.543 -0.917
H 3.656 2.918 0.616
H 8.182 3.969 1.404
H 8.280 2.231 1.096
H 7.481 2.816 2.525
C -6.762 4.814 3.234
C -6.229 4.484 1.847
O -5.458 3.298 2.010
C -5.121 2.662 0.891
C -4.216 1.477 1.158
O -5.522 2.959 -0.201
H -7.413 4.008 3.586
H -7.312 5.744 3.330
H -5.895 4.768 3.897
H -7.046 4.357 1.144
H -5.556 5.300 1.583
H -3.234 1.910 1.348
H -4.200 0.867 0.264
H -4.661 0.931 1.987
C -2.880 -3.699 0.471
C -3.464 -3.672 -0.937
O -3.570 -2.376 -1.521
C -4.612 -1.565 -1.279
C -4.565 -0.389 -2.195
O -5.363 -1.696 -0.345
H -1.820 -3.934 0.422
H -3.405 -4.481 1.021
H -3.086 -2.750 0.956
H -2.909 -4.264 -1.663
H -4.458 -4.124 -1.025
H -5.507 0.151 -2.252
H -4.398 -0.719 -3.224
H -3.771 0.336 -2.022
C -0.379 -0.679 -5.210
C -1.868 -0.719 -5.462
O -2.292 0.572 -5.930
C -3.558 0.945 -5.808
C -3.807 2.361 -6.194
O -4.400 0.222 -5.329
H -0.132 -1.643 -4.748
H -0.173 0.026 -4.401
H 0.233 -0.480 -6.081
H -2.138 -1.528 -6.153
H -2.471 -0.953 -4.576
H -3.430 2.570 -7.196
H -3.258 3.024 -5.518
H -4.843 2.666 -6.113
C -0.353 3.256 -5.249
C 0.868 3.690 -4.492
O 0.495 3.745 -3.106
C 1.439 3.883 -2.163
C 0.878 3.809 -0.776
O 2.590 4.133 -2.438
H -0.265 3.222 -6.338
H -1.262 3.836 -5.079
H -0.583 2.227 -4.962
H 1.661 2.934 -4.549
H 1.330 4.617 -4.837
H -0.150 4.161 -0.777
H 1.536 4.277 -0.054
H 0.819 2.746 -0.513
C -2.915 -1.795 3.944
N -1.770 -2.591 4.323
C -0.945 -3.206 3.329
C -1.594 -2.821 5.657
O -2.393 -2.531 6.508
H -3.147 -1.012 4.657
H -3.778 -2.439 3.770
H -2.666 -1.263 3.019
H -0.078 -3.683 3.793
H -1.414 -4.003 2.749
H -0.556 -2.450 2.647
H -0.598 -3.288 5.784
C -0.646 -4.726 -5.291
N -0.856 -5.582 -4.133
C -1.164 -6.970 -4.380
C -0.657 -5.140 -2.885
O -0.278 -4.029 -2.606
H -1.529 -4.843 -5.925
H 0.188 -5.114 -5.883
H -0.464 -3.712 -4.962
H -1.235 -7.495 -3.423
H -2.145 -7.084 -4.839
H -0.335 -7.453 -4.898
H -0.877 -5.919 -2.140
C 6.508 -2.817 -2.520
N 5.369 -3.433 -3.128
C 4.087 -3.282 -2.497
C 5.517 -4.131 -4.280
O 4.617 -4.614 -4.938
H 6.813 -3.306 -1.594
H 6.265 -1.777 -2.255
H 7.343 -2.633 -3.194
H 3.806 -2.228 -2.580
H 3.351 -3.807 -3.106
H 3.994 -3.676 -1.487
H 6.564 -4.232 -4.607
C 0.865 -1.694 -0.183
N -0.071 -0.597 -0.131
C -0.961 -0.441 -1.248
C -0.048 0.371 0.790
O -0.884 1.235 0.939
H 0.416 -2.617 -0.555
H 1.269 -1.995 0.783
H 1.633 -1.391 -0.902
H -1.642 0.390 -1.098
H -0.408 -0.289 -2.179
H -1.569 -1.338 -1.342
H 0.746 0.204 1.542
C 5.109 -6.664 1.020
N 3.896 -5.952 1.390
C 2.636 -6.599 1.120
C 3.954 -4.692 1.834
O 2.996 -3.994 2.011
H 5.042 -7.093 0.021
H 5.456 -7.372 1.773
H 5.920 -5.934 0.918
H 2.133 -6.017 0.329
H 2.766 -7.579 0.676
H 1.912 -6.594 1.931
H 4.971 -4.316 2.004
```

Structure (SMILES) ... CCOC(C)=O.CCOC(C)=O.CCOC(C)=O.CCOC(C)=O.CCOC(C)=O.CCOC(C)=O.CCOC(C)=O.CN(C)C=O.CN(C)C=O.CN(C)C=O.CN(C)C=O.CN(C)C=O
LUMO level ... 0.06 eV
Orbital gap ... 9.31 eV
Energy above the lowest of the compared OMol25 structures with the same formula, charge and spin ... 93.54 kJ/mol
Molar mass ... 982.217 g mol⁻¹

Atom charges from the Löwdin analysis, given in e for atoms 1 to 6: -0.066, -0.225, -0.001, -0.564, 0.033, 0.102